[1]
Molecular formula: C14H12N2O4P
Method: DFT, ωB97M-V with the def2-TZVPD basis set

XYZ file:
```
33
Properties=species:S:1:pos:R:3:nbo_charge:R:1
C -0.12210 1.41334 -1.56790 -0.043
C 2.03893 -1.88816 -0.05749 0.041
H 0.16023 -2.72203 0.33478 0.294
N -3.44870 0.70967 -0.21322 -0.536
H 0.66865 -2.72089 -1.38068 0.200
H -1.96134 2.49032 -1.33713 0.189
C -1.47322 -0.73280 -0.29684 0.192
H -0.33785 5.11726 -0.21263 0.180
C 0.64855 -2.14638 -0.44904 -0.505
C -2.14220 0.51505 -0.54219 0.131
H -3.93493 -2.35319 1.07305 0.160
C -1.43953 1.55620 -1.16986 -0.314
C -3.37436 -1.54397 0.61005 -0.072
H 1.11940 4.00335 0.03883 0.198
C 0.67130 2.51929 -2.23689 -0.468
H -0.33310 4.50219 -2.59978 0.171
C 3.18639 -1.61225 0.16557 -0.263
O 2.58014 -3.96535 5.27685 -1.178
C 0.17653 3.90238 -1.85160 -0.169
C 0.52012 0.19906 -1.32822 -0.242
O 2.11870 -4.28292 2.80699 -1.138
O 3.82027 -2.56498 3.53694 -1.138
H 1.72063 2.45756 -1.93708 0.215
C -0.12245 -0.85177 -0.69846 -0.045
H -5.07096 -0.27645 0.66217 0.149
O 1.38284 -2.15256 3.99991 -1.073
P 2.47734 -3.24960 3.90462 2.453
H 4.06071 -1.05361 0.39251 0.216
C 0.34185 4.37457 -0.61779 -0.415
H 1.55278 0.11355 -1.64423 0.203
N -2.09234 -1.79423 0.28864 -0.491
H 0.63247 2.39465 -3.32636 0.183
C -4.02477 -0.35729 0.37649 -0.083
```

Values from the calculation:
* total charge: -3
* Kohn-Sham gap: 1.9 eV

[2]
Molecular formula: C21H21N6O2RhS2
Method: DFT, ωB97M-V with the def2-TZVPD basis set

XYZ file:
```
53
Properties=species:S:1:pos:R:3:mulliken_spin:R:1
N 2.05520 -0.12659 0.66729 -0.017
C -1.81123 3.51428 1.61162 -0.006
C 0.97406 -0.15865 -2.87139 -0.007
C 3.13028 -0.18750 1.45137 -0.019
N -1.97843 -2.08803 2.20765 0.008
C -0.25097 0.06756 -5.04739 -0.001
N -0.19325 -0.25819 -0.79649 0.112
H -3.47057 -1.45250 3.79992 0.001
H -4.58929 -1.04531 2.52334 0.002
H -2.24314 -0.26321 -0.83881 -0.004
C -4.18162 3.39150 1.86892 -0.010
C -1.09322 -2.98482 1.92577 0.012
H -5.15221 3.85684 1.86201 0.000
H -2.35934 -4.55840 2.11362 0.000
C -3.03335 4.13565 1.59713 0.014
S 0.57334 -2.53340 1.59068 -0.003
H -0.90127 4.05647 1.39634 0.004
N -1.65329 2.17538 1.86391 0.025
C -2.71270 0.02106 2.48218 0.076
H -0.96526 -0.65362 -5.47450 0.000
C 4.57169 -0.59756 -0.41335 -0.001
C -0.21999 -0.08303 -3.55360 0.001
C 2.18929 -0.30421 -0.67655 0.036
N -1.69178 -0.78402 2.11011 -0.062
H 1.02190 0.04284 -6.52198 0.000
H 5.71274 -2.00761 -2.49720 0.000
H 5.23809 -0.47167 1.64433 0.000
H -3.08548 5.18905 1.37451 0.001
C 3.46147 -0.52819 -1.22536 0.000
H 1.89366 -0.13062 -3.42884 0.000
O 1.03564 -0.12286 -5.57552 0.000
C 4.39675 -0.42431 0.97218 0.008
H -0.71132 -4.99064 1.78845 0.001
C -3.85578 -0.62257 3.21117 0.004
C -4.04029 2.04691 2.14990 0.010
H 3.57087 -0.65552 -2.29082 0.000
H -2.38041 -0.10306 -3.31061 0.001
C -1.34694 -0.21520 -1.44936 0.001
H -4.34929 0.08331 3.87301 0.000
H -4.91346 1.44381 2.32302 0.001
C -2.78661 1.40411 2.16521 -0.059
O 5.97920 -1.09274 -2.34945 0.000
C -0.40702 1.63512 1.86325 -0.059
N -1.42062 -4.28518 1.87666 -0.005
H -0.62397 1.07850 -5.27968 0.000
C 0.98695 -0.24625 -1.47036 -0.016
H 2.95763 -0.01910 2.51010 0.018
S 0.99766 2.52627 1.84059 0.061
C 5.95325 -0.80704 -0.97989 0.000
H 6.51683 0.12615 -0.86178 0.000
Rh 0.15462 -0.28461 1.46390 0.868
C -1.42095 -0.12877 -2.82031 0.003
H 6.47192 -1.57986 -0.39486 0.000
```

Values from the calculation:
* total charge: +1
* 2S+1: 2
* Kohn-Sham gap (alpha / beta): 5.3 / 5.3 eV
* relative energy (zero: lowest compared OMol25 entry of this formula, charge and spin): 19.89 kcal per mole

[3]
Molecular formula: C14H15N3O2S2
Method: DFT, ωB97M-V with the def2-TZVPD basis set

XYZ file:
```
36
Properties=species:S:1:pos:R:3:nbo_charge:R:1
H -1.10995 1.53067 3.82735 0.275
C 2.00257 -0.35284 1.74647 -0.022
C -2.98890 1.62720 3.08321 -0.279
C 0.65946 0.27406 2.43578 -0.069
C 3.48758 -0.75149 -0.26169 -0.179
C -1.67104 1.12700 2.94604 -0.366
H 0.87024 1.29419 2.54221 0.189
H -1.08158 0.98670 -2.33529 0.405
H 2.85439 -1.25724 3.29046 0.179
H 4.65089 -2.08279 2.45757 0.205
H 3.70503 -0.20746 -1.52367 0.191
C -1.47639 -0.72131 -3.42308 0.173
H 5.11841 -1.71774 -0.14090 0.219
C 4.33895 -1.23479 0.43560 -0.252
N -1.14991 0.56984 -3.28692 -0.619
C -1.57028 0.57733 1.83654 0.225
C -2.53088 0.51127 0.99236 -0.207
H 0.03363 1.97892 -4.20038 0.182
O -0.29831 -0.03456 1.55536 -0.508
H -1.77359 2.13883 -4.36146 0.192
S -4.13391 1.28531 1.79538 0.400
H -2.06263 -2.11703 -2.09476 0.363
N -1.66277 -1.18240 -1.97229 -0.498
C 4.09388 -1.68277 1.77555 -0.168
N -1.61587 -0.72916 -0.72929 -0.449
C -0.92933 1.31265 -4.36798 -0.418
H 0.62914 -0.32918 3.39361 0.184
O -3.72542 -0.03513 -0.99115 -0.590
S -1.66035 -1.55023 -4.65652 -0.031
H -3.61607 2.00567 3.83635 0.224
H -0.70247 -0.79783 -0.33789 0.414
C 2.31936 -0.14013 0.25160 -0.159
C -2.79995 -0.28330 -0.15356 0.582
H 1.58464 0.35485 -0.20342 0.190
C 2.94782 -1.01567 2.22749 -0.230
H -0.73637 0.64856 -5.38867 0.252
```

Values from the calculation:
* Kohn-Sham gap: 8.1 eV
* relative energy (zero: lowest compared OMol25 entry of this formula, charge and spin): 266.51 kcal per mole

[4]
Molecular formula: C6H12O2
Method: DFT, ωB97M-V with the def2-TZVPD basis set

XYZ file:
```
20
Properties=species:S:1:pos:R:3:nbo_charge:R:1
C 0.62717 -1.46141 -0.39509 -0.166
H 0.11780 -2.28098 -0.90641 0.193
H 1.11430 -2.13815 1.47834 0.214
H -2.39038 1.03730 0.02940 0.214
H -0.55858 0.36097 -2.37935 0.188
H -2.80190 2.37096 2.57068 0.469
O -2.88424 1.24345 -1.93975 -0.682
C -0.77995 0.46430 -1.30866 -0.369
H 3.66862 -1.33290 1.37517 0.208
H -2.53258 1.07191 -2.84035 0.477
H 0.66617 0.57384 0.14930 0.188
C -2.00390 0.88905 -0.96951 0.175
C 1.68376 -1.95593 0.56395 -0.432
H -2.28553 3.49612 1.74128 0.471
C 0.21579 -0.20146 -0.50123 -0.222
H 3.35563 -0.84790 -0.24908 0.208
H 2.05852 -2.90182 0.14339 0.203
C 2.86644 -0.98487 0.71302 -0.605
O -2.64039 2.61655 1.66001 -0.935
H 2.50322 -0.01901 1.06489 0.203
```

Values from the calculation:
* Kohn-Sham gap: 8.8 eV
* SMILES: CC/C=C/C=C/O.O
* relative energy (zero: lowest compared OMol25 entry of this formula, charge and spin): 60.18 kcal per mole

[5]
Molecular formula: C24H28N6O2W
Method: DFT, ωB97M-V with the def2-TZVPD basis set

XYZ file:
```
61
Properties=species:S:1:pos:R:3:nbo_charge:R:1
H -1.62334 0.17647 -3.22824 0.242
C -3.20616 -5.78177 0.38141 -0.156
C 3.84143 -0.21314 0.08331 -0.239
O -0.33730 -1.68027 0.43601 -0.735
O 1.58449 1.05302 -1.23202 -0.741
C 2.14658 -0.83706 2.89252 -0.237
H -0.69717 -3.84848 1.56026 0.206
C -0.62885 2.62324 -3.68787 -0.102
H 1.71174 -2.54374 -0.91002 0.420
C -1.88222 4.49096 1.53404 -0.184
C -2.16586 -5.36276 1.19928 -0.194
H -4.44835 2.39968 2.29517 0.244
C -1.51051 -4.17497 0.92604 -0.200
H 2.21842 -1.30205 -1.83334 0.413
W 0.67324 0.00110 0.11843 1.929
H 2.14114 -0.87868 3.98188 0.242
C 0.06125 3.78748 -3.94292 -0.225
C 1.26404 4.03030 -3.28261 -0.116
H -3.85957 4.79520 2.30178 0.243
C -1.19979 -2.15397 -0.47317 0.554
C -1.89522 -3.40488 -0.17127 -0.096
H 3.35954 -2.23749 0.68760 0.206
C -0.14372 1.70222 -2.74617 -0.256
C 3.43730 -1.63992 -0.21973 -0.237
H 0.38644 0.21404 2.85839 0.410
N -1.37859 -1.50402 -1.56697 -0.340
H 4.81307 -0.17646 0.57675 0.233
H 2.89764 1.45879 0.72656 0.429
N -0.38162 1.27302 0.67504 -0.427
N -0.61641 -0.34238 -1.55363 -0.352
N 0.80139 -0.56548 2.35164 -0.770
C -3.59232 -5.01613 -0.71221 -0.196
C -3.46962 2.71637 1.96277 -0.195
C -2.94022 -3.83000 -0.99382 -0.170
H 4.18724 -2.11347 -0.85415 0.239
H 4.07938 0.10409 2.61375 0.236
C -3.13554 4.06626 1.96418 -0.141
H -1.55478 2.40858 -4.20643 0.235
H 3.91316 0.35097 -0.84519 0.239
H 2.74438 1.21912 2.88815 0.226
C -1.28892 2.20963 1.10468 0.085
H 1.81684 4.93604 -3.49365 0.242
H 2.47418 -1.80812 2.52539 0.211
H -4.40467 -5.34652 -1.34440 0.238
H -1.86740 -5.96336 2.04733 0.231
H 0.02482 3.87670 0.74773 0.226
C -0.84458 0.47307 -2.53185 0.227
N 2.81394 0.46740 0.93286 -0.613
C -0.95182 3.56789 1.09767 -0.197
C 3.02748 0.28745 2.39533 -0.241
H 2.72451 3.30366 -1.87775 0.231
H -2.78941 0.72226 1.51839 0.229
C 1.06672 1.96615 -2.09111 0.424
H -1.63690 5.54384 1.53753 0.242
H 0.17874 -1.35876 2.48408 0.438
H -3.23356 -3.22730 -1.84175 0.238
H -0.31779 4.50049 -4.66059 0.247
C 1.77692 3.12387 -2.36799 -0.294
C -2.54983 1.77817 1.53441 -0.196
H -3.71903 -6.70938 0.59659 0.237
N 2.10501 -1.60697 -0.86809 -0.839
```

Values from the calculation:
* total charge: +2
* Kohn-Sham gap: 7.0 eV
* relative energy (zero: lowest compared OMol25 entry of this formula, charge and spin): 0.72 kcal per mole

[6]
Molecular formula: C21H27ClN2O5
Method: DFT, ωB97M-V with the def2-TZVPD basis set

XYZ file:
```
56
Properties=species:S:1:pos:R:3:nbo_charge:R:1
H -0.23252 -1.63556 -7.64454 0.206
H 1.55487 1.12059 -4.53216 0.178
H 1.57821 0.65163 -6.75505 0.178
H 1.48236 -2.41056 -0.79364 0.395
N 1.80550 -2.01493 -7.48596 -0.585
C 3.24278 -4.21908 -0.96237 -0.131
C 4.60193 -3.45096 -6.42888 0.092
C 6.51666 -6.12761 -0.46468 -0.659
C 3.06967 -1.79497 -7.84374 0.615
H 6.90305 -6.53440 -4.44654 0.174
C 6.11423 -3.53639 -4.42580 -0.046
H -0.09258 -1.48874 -2.29483 0.197
H 6.97832 -5.69415 -1.35316 0.239
C 3.39947 -4.88741 1.37496 -0.080
H 5.96531 -6.07382 -6.56474 0.222
C 0.70197 -1.07604 -7.70135 -0.238
Cl 2.70291 -4.87735 2.95819 0.018
H -0.01526 0.69226 -3.86732 0.164
C 0.85706 -1.80160 -2.73297 -0.222
C 5.30774 -4.30994 -5.46165 -0.339
H 1.76498 -3.79550 0.57310 0.213
N 1.61207 -2.60404 -1.77061 -0.600
H 7.20752 -5.95331 0.36127 0.229
C 2.52994 -3.52554 -2.10219 0.668
O 2.81355 -3.77565 -3.27149 -0.649
H 2.59401 -0.89486 -3.63476 0.221
H -0.18433 0.69806 -6.78051 0.172
H 5.10897 -8.10158 1.49700 0.171
H 5.53273 -7.88772 3.19331 0.199
O 6.96433 -4.54514 -3.87718 -0.546
H 6.41496 -7.20364 -0.60300 0.217
C 1.64569 -0.56707 -3.20484 -0.420
H 1.89790 0.06046 -2.35048 0.201
C 4.93730 -7.47937 2.37685 -0.246
O 0.64258 -0.57264 -5.35890 -0.562
H 6.99048 -4.65695 -6.78191 0.212
H 5.49335 -3.07012 -3.65932 0.206
C 7.23054 -5.57101 -4.84086 -0.065
H 6.72974 -2.74784 -4.86577 0.173
C 4.47003 -4.85646 -1.19753 -0.190
H 8.28666 -5.60181 -5.11392 0.182
C 0.67761 0.04356 -6.64282 -0.067
H 4.89735 -4.85215 -2.19168 0.237
C 2.71507 -4.25192 0.33944 -0.210
C 6.37852 -5.20055 -6.05811 -0.414
C 5.16606 -5.49375 -0.16764 0.050
H 1.68530 -2.71758 -6.77376 0.411
C 0.91580 0.27848 -4.25702 -0.055
H 0.74495 -0.64631 -8.70540 0.229
H 3.88694 -7.56248 2.66074 0.180
C 4.62734 -5.51634 1.12674 0.251
O 5.31856 -6.12945 2.14557 -0.521
H 0.56167 -2.40757 -3.59532 0.230
C 3.95488 -2.71282 -7.15608 -0.137
H 4.55618 -4.91309 -4.94786 0.255
O 3.42647 -0.97600 -8.68445 -0.606
```

Values from the calculation:
* Kohn-Sham gap: 9.8 eV
* SMILES: COc1c(C)cc(C(=O)NCCCOCCNC(=O)C#C[C@H]2CCOC2)cc1Cl
* relative energy (zero: lowest compared OMol25 entry of this formula, charge and spin): 50.68 kcal per mole